A) Molecular formula: C68H187N17O17
Method: DFT, ωB97M-V/def2-TZVPD

Properties
spin multiplicity: 1
total charge: 0
LUMO level: 0.4 eV
M: 1515.3 g/mol

```
289
Properties=species:S:1:pos:R:3:mulliken_charge:R:1
C -5.187 -0.538 6.142 -1.7939
C -5.508 -1.600 5.088 0.6237
C -7.051 -1.636 4.821 0.1463
O -7.612 -0.283 4.679 -0.5726
C -9.000 -0.297 4.522 -0.2871
N -4.836 -1.161 3.869 -0.6214
H -4.134 -0.442 6.405 0.4188
H -5.794 -0.678 7.036 0.3394
H -5.503 0.442 5.783 0.3037
H -5.077 -2.561 5.366 0.2119
H -7.566 -2.267 5.545 0.2843
H -7.206 -2.171 3.883 -0.0202
H -9.387 -1.032 5.227 0.0425
H -9.285 -0.686 3.544 -0.0186
H -9.517 0.662 4.559 0.4199
H -5.423 -0.404 3.551 0.4058
H -5.007 -1.947 3.258 -0.3014
C -5.082 -14.514 -1.197 -1.5885
C -5.451 -13.253 -1.913 0.7384
C -5.641 -12.001 -1.024 -0.8085
O -6.534 -12.095 0.104 0.0524
C -7.945 -12.025 -0.217 -0.8643
N -4.467 -12.979 -2.934 -0.4182
H -5.960 -14.877 -0.663 0.2971
H -4.286 -14.397 -0.462 0.2080
H -4.859 -15.315 -1.902 0.5096
H -6.283 -13.598 -2.527 0.0298
H -5.896 -11.121 -1.614 0.1481
H -4.666 -11.687 -0.651 0.3940
H -8.069 -10.994 -0.545 0.2636
H -8.642 -12.212 0.600 0.1628
H -8.203 -12.624 -1.090 0.3629
H -3.569 -12.888 -2.481 0.2677
H -4.436 -13.813 -3.502 0.3094
C -1.997 -6.147 1.463 -1.4205
C -3.115 -6.964 2.143 2.1958
C -3.760 -8.049 1.247 -1.4021
O -4.274 -7.457 -0.037 0.3296
C -4.639 -8.371 -1.032 -0.3613
N -2.702 -7.661 3.350 -0.7420
H -2.369 -5.657 0.563 0.0717
H -1.248 -6.835 1.072 0.3755
H -1.632 -5.357 2.119 0.4820
H -3.958 -6.331 2.421 -1.1983
H -4.553 -8.633 1.713 0.2643
H -3.043 -8.830 0.994 0.4154
H -5.537 -8.902 -0.716 -0.0571
H -3.868 -9.119 -1.217 0.6234
H -4.863 -7.929 -2.003 -0.3177
H -3.436 -7.979 3.966 0.5780
H -2.239 -6.947 3.894 0.3080
C -8.098 -10.489 3.595 -1.2775
C -9.446 -9.838 4.083 2.6660
C -10.667 -10.254 3.293 -1.3200
O -10.494 -9.924 1.896 0.3320
C -11.585 -10.324 1.127 -1.0444
N -9.551 -10.059 5.568 -0.9575
H -8.014 -11.520 3.937 0.5376
H -7.211 -10.006 4.004 -0.1885
H -8.012 -10.487 2.508 0.1096
H -9.388 -8.773 3.857 -0.8101
H -11.509 -9.722 3.737 0.2276
H -10.831 -11.331 3.314 0.5044
H -12.464 -10.411 1.765 0.4967
H -11.346 -11.339 0.811 0.2494
H -11.878 -9.681 0.297 -0.0196
H -10.311 -9.445 5.821 0.2469
H -8.734 -9.529 5.837 0.3963
C -15.941 -5.989 3.214 -1.4490
C -14.870 -4.937 2.886 0.5481
C -13.702 -5.566 2.035 0.2776
O -12.924 -6.413 2.877 -0.0846
C -11.885 -7.135 2.247 0.6212
N -15.550 -3.948 2.108 -0.6237
H -15.461 -6.955 3.370 0.2256
H -16.616 -6.177 2.379 0.4049
H -16.513 -5.750 4.111 0.3442
H -14.402 -4.539 3.786 0.0361
H -13.094 -4.765 1.614 -0.5105
H -14.129 -6.027 1.145 0.3702
H -11.554 -6.706 1.301 -0.3480
H -12.457 -8.038 2.036 0.5762
H -11.084 -7.230 2.981 -0.8978
H -15.894 -4.276 1.217 0.3285
H -15.010 -3.128 1.875 0.0746
C -10.667 -3.915 -1.794 0.1663
C -11.971 -4.161 -2.632 -0.0034
C -12.744 -5.455 -2.292 -0.6765
O -11.826 -6.564 -2.368 -0.0512
C -12.512 -7.810 -2.146 -0.3846
N -12.720 -2.955 -2.435 -0.4404
H -11.009 -3.689 -0.784 -0.2693
H -10.046 -3.098 -2.160 -0.0304
H -10.065 -4.820 -1.713 0.1031
H -11.806 -4.324 -3.697 0.2198
H -13.625 -5.623 -2.911 0.4924
H -13.193 -5.396 -1.300 -0.0077
H -11.757 -8.566 -1.929 -0.1614
H -13.087 -8.115 -3.020 0.3302
H -13.148 -7.687 -1.269 0.2625
H -13.599 -2.955 -2.932 0.2515
H -12.229 -2.141 -2.776 0.2019
C -7.383 -1.799 -4.141 -0.8910
C -6.994 -3.081 -4.779 1.0325
C -7.217 -4.339 -3.953 0.0842
O -6.966 -5.531 -4.649 -0.5776
C -7.117 -6.700 -3.858 0.4018
N -7.669 -3.261 -6.014 -0.7381
H -7.134 -0.989 -4.827 0.4403
H -6.800 -1.647 -3.233 -0.2205
H -8.428 -1.729 -3.838 0.3106
H -5.923 -2.999 -4.963 -0.0991
H -8.280 -4.440 -3.735 -0.1405
H -6.631 -4.242 -3.039 -0.1026
H -8.143 -6.828 -3.514 0.2616
H -6.455 -6.529 -3.009 -0.1899
H -6.683 -7.591 -4.312 -0.1850
H -8.666 -3.357 -5.881 0.2565
H -7.625 -2.369 -6.488 0.2803
C -3.392 -1.284 -3.294 -1.4394
C -2.699 -2.501 -2.681 1.8682
C -1.908 -3.399 -3.704 -1.1292
O -2.802 -4.398 -4.183 -0.3473
C -2.845 -5.638 -3.458 -0.2499
N -1.938 -1.996 -1.543 -0.6919
H -2.719 -0.488 -3.612 0.4070
H -4.173 -0.822 -2.689 0.1754
H -3.940 -1.605 -4.180 0.3231
H -3.549 -2.986 -2.201 -0.6617
H -1.083 -3.921 -3.220 0.4329
H -1.451 -2.684 -4.388 0.4144
H -3.798 -6.164 -3.529 -0.2386
H -2.601 -5.541 -2.401 0.3718
H -2.119 -6.260 -3.983 0.2723
H -2.507 -1.235 -1.201 0.2350
H -1.206 -1.416 -1.928 0.3374
C -7.133 -13.039 -5.750 -1.2842
C -7.864 -11.891 -6.527 0.2597
C -8.654 -10.882 -5.610 -0.3064
O -9.675 -11.453 -4.849 -0.4196
C -10.549 -10.524 -4.266 -0.6890
N -6.941 -11.267 -7.466 -0.5827
H -7.833 -13.740 -5.297 0.4536
H -6.601 -12.655 -4.880 0.0255
H -6.531 -13.636 -6.435 0.4456
H -8.571 -12.397 -7.185 0.2349
H -9.235 -10.215 -6.247 0.3980
H -8.041 -10.375 -4.865 0.1333
H -10.053 -9.952 -3.482 0.1977
H -11.383 -11.083 -3.841 0.3575
H -10.894 -9.753 -4.954 0.3488
H -6.162 -11.128 -6.839 0.0998
H -7.168 -10.332 -7.773 0.2991
C -5.169 -5.135 6.722 -1.8657
C -5.878 -5.584 5.402 0.8184
C -5.987 -7.142 5.368 -0.5496
O -4.642 -7.612 5.258 -0.4245
C -4.556 -8.883 5.983 -0.9588
N -7.120 -4.926 5.325 1.4521
H -5.106 -4.047 6.768 0.4876
H -4.128 -5.439 6.831 0.3184
H -5.561 -5.665 7.590 0.4101
H -5.281 -5.308 4.533 0.0134
H -6.504 -7.360 4.433 -0.0191
H -6.620 -7.316 6.238 0.5352
H -3.504 -9.106 6.160 0.3788
H -5.084 -9.686 5.470 0.1456
H -4.975 -8.904 6.989 0.4379
H -7.758 -4.948 6.108 0.3605
H -7.654 -5.272 4.540 -1.3966
C -7.811 -0.536 -0.760 -0.9593
C -6.915 -0.711 0.440 1.0314
C -5.707 -1.631 0.017 0.1782
O -5.292 -2.296 1.233 0.2386
C -4.161 -3.145 1.092 -0.2604
N -6.461 0.627 0.949 -0.6180
H -8.697 0.026 -0.466 0.5195
H -8.059 -1.458 -1.286 -0.3124
H -7.296 0.008 -1.553 0.3424
H -7.379 -1.254 1.263 -0.6012
H -4.959 -1.003 -0.468 0.1523
H -6.087 -2.459 -0.581 -0.0932
H -3.921 -3.415 0.063 -0.1808
H -4.238 -4.146 1.516 -0.3942
H -3.284 -2.614 1.463 0.5281
H -7.250 1.240 1.102 0.2897
H -5.891 0.958 0.184 0.3664
C -10.456 -7.713 8.122 -1.6353
C -11.200 -6.937 6.940 0.5600
C -10.398 -5.943 6.184 1.0499
O -9.459 -5.195 7.000 -0.4406
C -10.043 -4.136 7.796 -1.0133
N -11.759 -7.862 6.034 -0.3338
H -10.077 -7.048 8.898 0.3268
H -9.546 -8.201 7.772 0.2611
H -11.151 -8.438 8.546 0.4497
H -12.126 -6.502 7.315 0.0791
H -11.099 -5.239 5.735 -0.5151
H -9.882 -6.407 5.345 -0.2125
H -10.893 -4.530 8.354 0.3755
H -10.301 -3.239 7.232 0.1509
H -9.286 -3.868 8.532 0.3973
H -12.362 -7.402 5.367 -0.1458
H -12.361 -8.460 6.581 0.3121
C -3.921 -11.821 2.764 -1.0759
C -3.984 -13.376 2.699 1.3982
C -3.136 -14.123 3.759 -0.9985
O -1.831 -13.505 3.741 -0.2894
C -0.915 -14.036 4.670 -0.7752
N -5.429 -13.699 2.855 -0.7536
H -4.602 -11.377 2.038 -0.0682
H -2.936 -11.396 2.569 0.5016
H -4.310 -11.491 3.728 0.2363
H -3.641 -13.785 1.749 -0.2247
H -3.110 -15.186 3.518 0.4100
H -3.496 -13.958 4.774 0.3780
H -1.297 -13.850 5.673 0.3235
H -0.037 -13.410 4.517 0.2375
H -0.668 -15.084 4.497 0.2834
H -5.501 -14.592 2.389 0.3351
H -5.915 -13.001 2.311 0.1086
C -11.678 -1.019 0.376 -1.5064
C -12.681 -1.860 1.198 3.7295
C -13.035 -1.131 2.546 -1.3648
O -11.959 -1.137 3.562 -0.2994
C -12.157 -2.302 4.355 0.6453
N -13.845 -2.125 0.385 -0.6069
H -10.679 -0.949 0.806 0.0480
H -12.074 -0.017 0.210 0.5276
H -11.646 -1.453 -0.623 0.1793
H -12.230 -2.795 1.529 -2.2654
H -13.933 -1.496 3.044 0.4374
H -13.227 -0.100 2.249 0.3522
H -11.259 -2.349 4.971 -0.6004
H -12.063 -3.210 3.760 -0.3290
H -13.032 -2.313 5.006 0.4468
H -14.332 -1.247 0.280 0.2747
H -13.634 -2.331 -0.581 0.2965
C -11.534 -0.901 9.625 -1.4069
C -12.446 -0.640 8.451 1.0817
C -13.491 -1.772 8.373 -1.1004
O -12.916 -2.944 7.801 0.0541
C -13.770 -4.066 7.824 -0.4652
N -13.177 0.654 8.589 -0.7413
H -10.800 -0.101 9.717 0.4301
H -10.921 -1.792 9.492 0.1812
H -12.060 -1.036 10.570 0.3561
H -11.831 -0.690 7.552 -0.1707
H -14.314 -1.517 7.706 0.3940
H -13.968 -1.970 9.333 0.3787
H -13.290 -4.876 7.275 -0.2683
H -14.747 -3.923 7.363 0.4226
H -14.113 -4.345 8.820 0.3350
H -12.437 1.318 8.765 0.3186
H -13.492 0.824 7.645 0.3089
C -8.036 -7.373 0.143 -1.1792
C -7.897 -5.846 0.319 1.9906
C -7.683 -5.370 1.798 -0.3653
O -8.855 -5.543 2.573 1.2345
C -9.781 -4.501 2.437 -0.4880
N -6.770 -5.450 -0.502 0.6230
H -7.434 -7.838 0.925 0.1654
H -7.635 -7.679 -0.823 0.3891
H -9.069 -7.646 0.359 -0.0396
H -8.776 -5.395 -0.141 -0.7946
H -7.379 -4.327 1.889 0.0250
H -6.926 -6.022 2.234 0.1187
H -10.401 -4.553 1.542 -0.2867
H -9.341 -3.521 2.623 0.3098
H -10.473 -4.702 3.255 -0.6159
H -6.047 -6.150 -0.415 -0.4099
H -6.371 -4.680 0.015 -0.6883
C -4.120 -9.741 -4.864 -0.6114
C -3.342 -9.089 -6.014 0.0637
C -3.557 -9.838 -7.315 -0.7667
O -3.112 -11.237 -7.257 -0.3567
C -3.328 -11.889 -8.562 -0.8156
N -3.704 -7.736 -5.985 -0.3519
H -3.496 -9.559 -3.990 0.1808
H -4.174 -10.830 -4.841 0.4261
H -5.095 -9.283 -4.698 -0.3378
H -2.299 -9.212 -5.723 0.4189
H -2.871 -9.317 -7.984 0.4836
H -4.564 -9.761 -7.724 0.2961
H -2.450 -11.757 -9.194 0.3323
H -4.233 -11.587 -9.088 0.3186
H -3.332 -12.974 -8.461 0.2702
H -3.147 -7.331 -6.723 0.2866
H -4.635 -7.711 -6.377 0.2273
```

=====

B) Molecular formula: C68H187N17O17
Method: DFT, ωB97M-V/def2-TZVPD

Properties
spin multiplicity: 1
total charge: 0
LUMO level: 0.3 eV
M: 1515.3 g/mol

```
289
Properties=species:S:1:pos:R:3:mulliken_charge:R:1
C -3.555 -3.547 3.242 -1.2439
C -4.043 -3.054 4.587 0.4428
C -3.136 -3.518 5.803 -0.4169
O -3.159 -4.918 6.069 -0.1450
C -4.336 -5.331 6.727 -0.9274
N -3.894 -1.612 4.608 -0.4053
H -2.516 -3.326 2.997 -0.1260
H -4.205 -3.170 2.453 0.1532
H -3.424 -4.628 3.180 0.6716
H -5.075 -3.383 4.705 0.6793
H -3.402 -2.993 6.720 0.7501
H -2.090 -3.294 5.593 -0.6768
H -4.460 -4.738 7.633 0.3887
H -4.316 -6.391 6.981 0.2646
H -5.236 -5.157 6.137 0.2872
H -4.522 -1.243 5.308 0.2737
H -4.380 -1.332 3.769 -0.2783
C -4.138 4.183 3.591 -1.1165
C -3.816 2.902 4.195 0.9092
C -4.814 2.347 5.281 -0.5280
O -4.836 3.251 6.373 -0.4831
C -3.772 3.038 7.302 -0.7059
N -3.643 2.033 3.075 0.3837
H -3.544 4.521 2.741 0.1423
H -4.046 4.970 4.340 0.5069
H -5.132 4.219 3.145 -0.1529
H -2.831 2.877 4.661 0.1849
H -4.519 1.336 5.562 0.1494
H -5.760 2.249 4.749 0.3894
H -3.859 3.547 8.262 0.3626
H -2.776 3.260 6.920 0.2751
H -3.707 1.985 7.576 0.2633
H -2.825 2.338 2.567 -0.2540
H -3.381 1.167 3.523 -0.7006
C 0.651 4.709 -4.953 -0.9178
C 0.895 4.811 -6.397 0.6884
C 2.071 3.960 -6.814 -0.1381
O 3.338 4.464 -6.355 -0.1033
C 3.807 5.664 -7.020 -0.9510
N -0.304 4.310 -7.103 -0.5542
H 1.497 5.032 -4.347 0.1000
H 0.514 3.661 -4.686 -0.3561
H -0.121 5.396 -4.607 0.5885
H 0.995 5.860 -6.677 0.4309
H 2.027 3.851 -7.898 0.5312
H 1.946 2.941 -6.449 -0.7493
H 4.731 5.932 -6.508 0.2292
H 3.112 6.502 -6.980 0.3189
H 3.884 5.422 -8.080 0.3573
H -0.182 4.538 -8.079 0.2523
H -1.064 4.909 -6.814 0.2688
C -1.903 -0.781 0.356 0.6925
C -0.479 -1.096 -0.216 1.3174
C 0.504 0.070 -0.439 -1.5686
O -0.069 1.014 -1.267 1.6351
C 0.871 2.006 -1.629 -0.0961
N 0.163 -2.154 0.593 1.3688
H -2.491 -0.264 -0.402 -1.0277
H -1.828 -0.015 1.129 -0.3981
H -2.476 -1.669 0.622 0.1086
H -0.580 -1.585 -1.185 -0.0260
H 1.452 -0.318 -0.812 -0.1128
H 0.847 0.446 0.525 -0.0800
H 1.419 2.503 -0.828 -0.5035
H 0.429 2.903 -2.062 -0.3792
H 1.601 1.662 -2.361 0.6213
H 1.059 -2.488 0.267 -0.8093
H -0.402 -2.981 0.470 -0.4817
C 2.008 -6.713 6.326 -1.6683
C 0.869 -5.784 6.246 0.6228
C 0.473 -5.353 4.887 0.0792
O 1.572 -4.554 4.310 -0.4387
C 1.452 -4.306 2.864 0.5497
N -0.242 -6.369 6.918 -0.6990
H 2.908 -6.185 6.013 0.3046
H 1.834 -7.646 5.788 0.3882
H 2.169 -7.096 7.334 0.4579
H 1.142 -4.926 6.860 0.1992
H -0.534 -4.940 4.828 -0.2306
H 0.387 -6.315 4.381 0.2047
H 1.671 -5.246 2.356 0.4607
H 2.089 -3.484 2.537 -0.5781
H 0.484 -3.843 2.672 -0.1869
H -0.283 -7.334 6.623 0.3358
H -1.073 -5.988 6.489 0.1483
C 7.756 -0.193 3.395 -1.3771
C 6.882 -1.174 2.660 0.1442
C 5.390 -1.017 2.913 0.1731
O 4.990 0.205 2.335 -0.1499
C 3.544 0.423 2.346 0.4171
N 7.107 -0.930 1.242 -0.7408
H 7.501 -0.185 4.455 0.4192
H 7.657 0.812 2.984 -0.1223
H 8.790 -0.460 3.176 0.4553
H 7.266 -2.130 3.016 0.4788
H 5.336 -1.109 3.997 0.2962
H 4.792 -1.787 2.425 -0.1816
H 3.038 -0.386 1.818 -0.1461
H 3.326 1.261 1.683 -0.7997
H 3.166 0.661 3.340 0.5821
H 6.630 -1.710 0.813 0.5933
H 6.562 -0.127 0.962 -0.1608
C 0.813 -2.099 -4.283 -0.0684
C 0.634 -1.999 -5.830 0.2786
C 0.466 -0.498 -6.317 0.2970
O 0.251 -0.421 -7.710 -0.4731
C 0.093 0.884 -8.351 -0.4182
N 1.819 -2.533 -6.426 -0.8281
H 1.869 -2.003 -4.031 -0.6002
H 0.474 -3.079 -3.949 0.3100
H 0.128 -1.477 -3.706 -0.1542
H -0.239 -2.562 -6.160 0.4586
H 1.298 0.158 -6.062 -0.1261
H -0.395 -0.121 -5.765 0.1001
H 1.118 1.200 -8.544 0.2210
H -0.293 1.601 -7.627 0.0250
H -0.457 0.855 -9.292 0.3031
H 2.663 -2.067 -6.126 0.3815
H 1.663 -2.177 -7.358 0.4227
C -5.665 -0.272 0.153 -1.1693
C -5.919 1.242 -0.132 0.6851
C -6.958 1.968 0.686 -1.2018
O -7.002 3.379 0.375 -0.1818
C -8.018 4.007 1.245 -0.8526
N -4.625 1.853 0.103 1.2763
H -6.585 -0.829 -0.023 0.6090
H -5.298 -0.548 1.141 -0.2169
H -4.969 -0.617 -0.612 0.1763
H -6.243 1.228 -1.173 0.5118
H -6.655 1.731 1.706 0.2083
H -7.952 1.532 0.591 0.5430
H -8.262 5.040 0.996 0.2596
H -7.511 4.082 2.207 0.2619
H -8.972 3.481 1.283 0.3177
H -4.870 2.829 0.015 -0.1529
H -4.435 1.784 1.092 -0.6106
C -1.383 0.195 6.042 -1.1609
C -0.631 0.199 4.719 0.1983
C 0.466 -0.929 4.807 0.1130
O 1.460 -0.642 5.827 -0.5284
C 2.641 -1.490 5.650 0.2228
N -1.560 -0.152 3.673 1.3110
H -0.832 0.633 6.874 0.4763
H -1.639 -0.814 6.366 0.1060
H -2.242 0.862 5.970 0.0377
H -0.129 1.106 4.383 0.5879
H 0.930 -1.027 3.825 0.1807
H 0.017 -1.868 5.128 -0.2710
H 2.202 -2.449 5.927 -0.1607
H 3.460 -1.311 6.346 0.3355
H 2.986 -1.503 4.616 -0.1701
H -0.978 -0.579 2.967 -0.6846
H -2.202 -0.865 3.989 -0.3977
C -2.092 2.550 -4.534 -1.2844
C -2.953 2.489 -3.256 3.0366
C -4.479 2.784 -3.524 -0.4588
O -4.742 4.076 -4.023 -0.2834
C -6.101 4.360 -3.987 -0.8585
N -2.831 1.166 -2.759 -0.4867
H -2.380 1.848 -5.317 0.4025
H -1.057 2.352 -4.255 -0.1824
H -2.055 3.561 -4.939 0.3822
H -2.532 3.181 -2.528 -1.3500
H -5.047 2.673 -2.600 -0.2812
H -4.885 2.088 -4.258 0.4568
H -6.274 5.327 -4.459 0.3029
H -6.483 4.464 -2.972 0.2375
H -6.718 3.713 -4.610 0.3356
H -1.863 0.914 -2.617 -0.0975
H -3.305 1.150 -1.867 -0.0051
C -6.872 -4.104 -1.440 -1.5354
C -5.476 -4.763 -1.004 0.3966
C -4.377 -3.853 -0.460 1.2849
O -3.821 -2.972 -1.387 -0.1527
C -2.995 -3.509 -2.404 -0.8493
N -5.862 -5.773 0.052 -0.6485
H -6.676 -3.349 -2.202 0.3475
H -7.323 -3.609 -0.580 0.3114
H -7.578 -4.865 -1.771 0.3878
H -5.011 -5.330 -1.811 0.4530
H -3.571 -4.409 0.019 -0.9005
H -4.826 -3.277 0.349 -0.2858
H -2.457 -2.716 -2.923 0.1368
H -3.589 -3.979 -3.188 0.4061
H -2.248 -4.169 -1.963 0.2793
H -6.387 -5.343 0.801 0.3002
H -4.971 -6.097 0.401 0.1423
C -4.304 6.853 -1.489 -1.5626
C -2.847 6.270 -1.388 -0.0535
C -2.747 5.172 -0.336 0.1410
O -1.399 4.646 -0.223 0.3573
C -1.109 3.772 0.820 0.1846
N -2.540 5.852 -2.710 -0.4275
H -4.652 7.316 -0.566 0.4408
H -5.000 6.048 -1.726 0.2427
H -4.382 7.638 -2.242 0.3508
H -2.125 7.020 -1.064 0.4106
H -3.462 4.413 -0.653 -0.4703
H -3.094 5.570 0.618 0.5291
H -1.783 2.919 0.741 -0.3567
H -1.392 4.258 1.754 0.5147
H -0.037 3.577 0.834 -0.4518
H -3.425 5.524 -3.071 0.3432
H -2.023 4.990 -2.615 -0.3115
C 5.059 2.101 -0.617 -0.4446
C 5.687 3.156 0.245 2.0554
C 7.187 2.874 0.627 -0.3043
O 7.639 3.791 1.585 -0.3301
C 9.024 3.562 1.962 -0.6606
N 5.619 4.307 -0.523 -0.8559
H 4.048 2.398 -0.898 -0.0626
H 4.982 1.198 -0.012 -0.5251
H 5.605 2.020 -1.557 0.3792
H 5.102 3.343 1.145 -0.4157
H 7.876 2.814 -0.215 0.3809
H 7.296 1.901 1.104 -0.2251
H 9.051 2.638 2.540 0.2295
H 9.351 4.400 2.578 0.2415
H 9.720 3.548 1.123 0.2998
H 6.073 5.051 -0.012 0.4441
H 4.660 4.598 -0.648 -0.0399
C 4.564 -1.927 -1.564 -1.5395
C 4.276 -2.725 -0.313 3.9064
C 3.472 -4.041 -0.546 -2.1275
O 2.149 -3.818 -0.978 0.3299
C 1.412 -5.045 -1.032 -0.9874
N 5.545 -3.103 0.254 -0.7239
H 5.087 -0.972 -1.520 0.3390
H 3.649 -1.712 -2.116 -0.2121
H 5.071 -2.603 -2.252 0.6530
H 3.693 -2.256 0.480 -1.8100
H 3.493 -4.541 0.422 0.3840
H 3.967 -4.740 -1.221 0.4440
H 1.331 -5.407 -0.007 0.0765
H 1.971 -5.741 -1.657 0.4220
H 0.454 -4.950 -1.542 0.1411
H 6.112 -3.699 -0.332 0.2558
H 5.457 -3.638 1.106 0.2840
C 4.140 1.585 -4.347 0.3257
C 5.271 1.175 -5.305 0.6302
C 4.783 0.309 -6.466 -1.2336
O 4.087 -0.880 -6.055 -0.1725
C 4.812 -1.924 -5.526 -0.6787
N 5.883 2.402 -5.788 -0.7736
H 4.596 2.074 -3.486 0.0447
H 3.608 0.725 -3.942 -0.0007
H 3.433 2.268 -4.818 -0.4092
H 6.020 0.611 -4.750 0.4087
H 5.614 0.082 -7.134 0.3224
H 4.096 0.832 -7.132 0.1159
H 5.045 -2.597 -6.351 0.2904
H 4.191 -2.491 -4.833 0.0028
H 5.657 -1.656 -4.891 0.3970
H 6.410 2.785 -5.016 0.3610
H 5.093 3.006 -5.961 0.2110
C 2.829 4.062 2.517 -1.2554
C 3.462 5.435 2.148 1.3427
C 2.842 6.143 0.929 -1.3868
O 2.846 5.291 -0.210 -0.0711
C 1.988 5.696 -1.324 -0.6520
N 3.496 6.287 3.308 -0.8214
H 1.806 4.121 2.886 0.6125
H 3.335 3.517 3.314 0.5160
H 2.782 3.434 1.628 -0.2882
H 4.533 5.400 1.944 0.0062
H 3.404 7.068 0.804 0.2901
H 1.839 6.552 1.050 0.4792
H 0.918 5.626 -1.130 0.2379
H 2.307 5.096 -2.176 -0.0726
H 2.206 6.721 -1.626 0.5437
H 4.258 6.936 3.169 0.3120
H 3.822 5.829 4.147 0.3035
C -1.402 -6.375 1.103 -0.1238
C -2.383 -7.080 0.198 1.2211
C -1.641 -8.205 -0.572 -1.3434
O -0.592 -7.567 -1.253 -0.0941
C 0.149 -8.551 -1.959 -1.0256
N -3.356 -7.771 0.970 -0.7154
H -0.948 -7.071 1.809 0.6853
H -1.971 -5.614 1.636 -0.5024
H -0.593 -5.907 0.541 -0.4710
H -2.934 -6.413 -0.465 -0.0745
H -2.373 -8.685 -1.222 0.4651
H -1.203 -8.955 0.087 0.4417
H 0.638 -9.177 -1.212 0.4164
H 0.996 -8.130 -2.501 0.2405
H -0.433 -9.165 -2.645 0.3624
H -2.906 -8.440 1.579 0.3168
H -3.958 -8.411 0.471 0.2485
```

=====

Energies, relative to the best one, in hartree: A) 0.0413; B) 0.0000.